{"formula": "H6O2S", "method": "the ωB97M-V functional and the def2-TZVPD basis", "relative_energy_ev": 0.161, "total_energy_ha": -552.24826, "molar_mass_g_mol": 70.11, "fmax_ev_per_a": 1.22, "smiles": "O.O.S", "total_charge": 0, "symbols": ["O", "H", "H", "O", "H", "H", "S", "H", "H"], "coordinates": [[-1.67, 0.40, 0.91], [-2.51, 0.83, 0.79], [-1.50, -0.03, 0.08], [-0.19, -0.33, -1.89], [-0.05, 0.50, -2.35], [0.26, -0.25, -1.05], [1.43, -0.65, 1.34], [2.55, -1.13, 0.78], [1.69, 0.65, 1.38]]}